1.
The following is a DFT calculation (ωB97M-V with the def2-TZVPD basis set) of 13 unconnected molecules or ions with the total composition C25H42Cl18O8 at a distorted geometry.

Computed properties:
Kohn-Sham gap = 10.19 eV

```
93
Properties=species:S:1:pos:R:3:lowdin_charge:R:1
C -8.269 -14.669 -7.162 -0.932
Cl -6.961 -15.882 -6.831 0.519
Cl -9.533 -14.633 -5.883 0.497
H -7.882 -13.655 -7.265 0.032
H -8.711 -14.823 -8.147 0.032
C -2.375 -19.660 -10.044 -1.012
Cl -4.071 -19.555 -10.447 0.553
Cl -1.399 -20.158 -11.478 0.487
H -1.995 -18.671 -9.792 -0.036
H -2.273 -20.355 -9.210 0.023
C -4.790 -26.078 -7.879 -1.009
Cl -4.558 -24.671 -6.778 0.557
Cl -4.145 -27.578 -7.236 0.532
H -5.843 -26.278 -8.073 0.019
H -4.311 -25.926 -8.846 0.031
C -7.072 -23.409 -9.418 -0.946
Cl -8.165 -22.168 -8.719 0.572
Cl -5.596 -22.682 -10.142 0.516
H -6.764 -24.053 -8.594 -0.025
H -7.579 -24.050 -10.139 0.044
C -10.442 -18.540 -6.287 -0.951
Cl -9.118 -18.592 -7.461 0.602
Cl -10.240 -19.938 -5.237 0.553
H -10.423 -17.626 -5.693 0.008
H -11.366 -18.607 -6.861 0.037
C -2.220 -19.071 -3.793 -1.021
Cl -1.248 -18.153 -2.637 0.524
Cl -3.934 -18.819 -3.470 0.556
H -2.004 -18.703 -4.796 0.017
H -2.064 -20.149 -3.758 0.003
C -7.326 -22.409 -1.568 -1.022
Cl -8.191 -21.160 -2.491 0.566
Cl -8.337 -23.657 -0.834 0.540
H -6.620 -22.880 -2.253 -0.016
H -6.730 -21.919 -0.799 0.026
C -3.630 -16.553 -7.781 -0.986
Cl -3.851 -14.835 -8.359 0.450
Cl -1.908 -16.975 -7.786 0.548
H -3.992 -16.635 -6.756 0.007
H -4.138 -17.161 -8.530 0.000
C -2.912 -22.758 -1.725 -0.967
Cl -3.714 -22.547 -3.281 0.576
Cl -3.906 -23.640 -0.492 0.499
H -1.917 -23.192 -1.823 0.040
H -2.754 -21.775 -1.282 0.022
O -8.865 -17.314 0.254 0.090
C -8.455 -17.136 -0.889 -0.409
O -7.177 -16.648 -1.082 0.012
C -6.807 -16.621 -2.444 -0.174
C -7.826 -17.449 -3.195 -0.155
C -9.063 -17.522 -2.245 -0.077
H -5.771 -16.950 -2.523 0.082
H -6.914 -15.588 -2.776 0.127
H -7.530 -18.490 -3.328 0.069
H -8.250 -16.959 -4.071 0.073
H -9.581 -18.479 -2.183 0.090
H -9.882 -16.862 -2.529 0.118
O -8.950 -25.564 -7.676 0.112
C -9.052 -25.111 -6.582 -0.532
O -8.009 -24.974 -5.788 0.006
C -8.236 -24.341 -4.572 -0.164
C -9.620 -23.686 -4.793 -0.137
C -10.270 -24.505 -5.938 -0.047
H -7.436 -23.605 -4.493 0.109
H -8.154 -25.163 -3.860 0.130
H -9.429 -22.646 -5.055 0.051
H -10.218 -23.781 -3.887 0.110
H -10.818 -23.864 -6.628 0.123
H -11.021 -25.216 -5.594 0.127
O -3.057 -20.652 -6.547 0.090
C -4.268 -20.549 -6.512 -0.467
O -4.869 -19.340 -6.675 -0.027
C -6.269 -19.395 -6.609 -0.239
C -6.494 -20.641 -5.758 -0.168
C -5.362 -21.537 -6.261 -0.123
H -6.720 -19.504 -7.595 0.060
H -6.705 -18.515 -6.137 0.052
H -7.525 -20.992 -5.794 0.066
H -6.319 -20.462 -4.697 0.072
H -5.618 -22.145 -7.129 0.063
H -4.981 -22.179 -5.466 0.030
O -6.280 -19.471 -13.571 0.126
C -7.004 -19.505 -12.614 -0.462
O -6.954 -18.581 -11.594 -0.007
C -7.967 -18.872 -10.633 -0.191
C -8.981 -19.815 -11.344 -0.178
C -8.160 -20.450 -12.386 -0.108
H -8.591 -18.074 -10.232 0.093
H -7.473 -19.376 -9.802 0.069
H -9.736 -19.192 -11.824 0.119
H -9.460 -20.547 -10.694 0.083
H -8.771 -20.576 -13.280 0.131
H -7.823 -21.462 -12.163 0.115
```

***

2.
The following is a DFT calculation (ωB97M-V with the def2-TZVPD basis set) of a molecular structure, C25H42N5Si2V at a distorted geometry.

Computed properties:
Energy above the lowest of the compared OMol25 structures with the same formula, charge and spin = 0.000 eV
Kohn-Sham gap (spin up / spin down) = 7.68 / 7.46 eV
Spin multiplicity = 4
Total charge = +1

```
75
Properties=species:S:1:pos:R:3:lowdin_charge:R:1
V 9.812 10.192 10.272 0.903
C 10.502 14.551 12.351 -0.039
C 9.378 13.570 12.063 -0.177
C 9.121 12.467 12.900 -0.192
C 10.036 12.166 14.069 -0.039
C 7.973 11.700 12.716 -0.199
C 7.622 10.644 13.744 -0.040
C 7.056 12.046 11.711 -0.196
C 5.720 11.365 11.659 -0.038
C 7.255 13.183 10.917 -0.193
C 6.126 13.768 10.090 -0.045
C 8.481 13.875 11.033 -0.180
C 8.734 15.099 10.169 -0.040
H 11.248 14.506 11.579 0.074
H 11.045 14.343 13.277 0.080
H 10.150 15.581 12.386 0.093
H 10.045 12.997 14.797 0.105
H 11.076 12.025 13.787 0.055
H 9.728 11.307 14.657 0.073
H 8.374 9.884 13.865 0.048
H 6.703 10.148 13.496 0.058
H 7.425 11.153 14.691 0.111
H 5.744 10.271 11.758 0.073
H 5.184 11.599 10.755 0.061
H 5.102 11.756 12.498 0.118
H 5.675 13.051 9.400 0.075
H 6.442 14.633 9.528 0.062
H 5.294 14.086 10.736 0.107
H 8.177 15.985 10.462 0.099
H 8.486 14.896 9.116 0.072
H 9.778 15.398 10.247 0.067
N 11.042 7.433 7.196 0.073
C 11.220 7.904 8.425 -0.104
N 10.506 9.032 8.558 0.051
C 9.898 9.165 7.323 -0.286
N 10.216 8.220 6.477 0.157
C 9.013 10.288 6.966 -0.184
C 8.462 10.471 5.712 -0.052
N 7.649 11.482 5.340 0.127
C 7.482 12.369 6.329 -0.080
C 8.022 12.212 7.598 -0.092
N 8.758 11.174 7.965 0.106
H 11.466 6.610 6.838 0.166
H 11.840 7.436 9.165 0.115
H 8.626 9.715 4.956 0.122
H 6.869 13.227 6.082 0.121
H 7.841 12.961 8.364 0.079
C 13.460 9.773 13.579 -0.174
Si 12.349 9.776 12.104 0.310
C 12.286 11.484 11.364 -0.170
C 13.398 8.739 10.923 -0.167
C 10.674 9.254 12.140 -0.437
Si 9.832 7.713 12.242 0.334
C 8.191 8.118 11.369 -0.165
C 9.440 6.939 13.889 -0.170
C 10.566 6.236 11.401 -0.167
H 14.523 9.780 13.315 0.035
H 13.267 8.802 14.092 0.048
H 13.275 10.557 14.347 0.041
H 13.318 11.775 11.102 0.062
H 11.900 12.289 11.990 0.007
H 11.779 11.586 10.381 0.024
H 14.406 9.067 11.130 0.027
H 13.219 8.896 9.872 0.005
H 13.358 7.674 11.187 0.034
H 10.109 9.949 12.741 -0.022
H 7.492 8.776 11.919 0.020
H 7.641 7.185 11.207 0.053
H 8.265 8.490 10.322 0.011
H 8.864 7.531 14.595 0.026
H 10.364 6.664 14.413 0.045
H 8.935 5.992 13.711 0.033
H 10.337 6.200 10.329 0.018
H 10.120 5.381 11.895 0.033
H 11.653 6.181 11.514 0.033
```

***

3.
The following is a DFT calculation (ωB97M-V with the def2-TZVPD basis set) of a molecular structure, C25H42N6O8PW.

Computed properties:
Energy above the lowest of the compared OMol25 structures with the same formula, charge and spin = 1.753 eV
Kohn-Sham gap (spin up / spin down) = 7.88 / 7.62 eV
Spin multiplicity = 3
Total charge = +3

```
83
Properties=species:S:1:pos:R:3:lowdin_charge:R:1
W 0.995 0.624 0.857 1.718
O 2.211 1.392 -0.831 -0.168
C 3.389 2.130 -0.384 -0.130
C 2.906 3.059 0.700 -0.119
N 2.191 2.330 1.792 -0.231
C 3.114 1.681 2.765 -0.020
C 3.220 0.182 2.461 -0.537
O 3.600 -0.626 3.249 0.172
O 2.808 -0.093 1.205 -0.196
C 1.141 3.210 2.370 -0.039
C -0.158 2.919 1.599 -0.613
O -1.264 3.078 2.040 0.091
O 0.124 2.420 0.388 -0.266
H 2.476 0.665 -1.412 0.127
H 3.779 2.705 -1.222 0.145
H 4.142 1.424 -0.040 0.132
H 2.199 3.758 0.262 0.130
H 3.741 3.625 1.117 0.154
H 2.768 1.822 3.786 0.145
H 4.115 2.112 2.695 0.151
H 1.327 4.278 2.229 0.152
H 1.007 3.029 3.433 0.144
C 3.075 -4.692 -2.694 -0.023
O 3.053 -5.029 -1.303 -0.015
C 2.482 -4.220 -0.434 -0.244
C 2.559 -4.641 0.916 0.045
C 2.011 -3.867 1.884 0.028
C 1.375 -2.626 1.586 -0.121
C 0.921 -1.815 2.647 -0.346
C 0.820 -2.317 4.050 0.028
O 0.573 -0.580 2.504 -0.225
C 1.290 -2.230 0.212 -0.309
O 0.647 -1.107 -0.131 -0.275
C 1.836 -3.027 -0.777 0.069
H 3.642 -5.480 -3.176 0.108
H 3.574 -3.735 -2.845 0.101
H 2.062 -4.669 -3.095 0.102
H 3.069 -5.566 1.139 0.141
H 2.100 -4.183 2.913 0.129
H 0.425 -3.329 4.107 0.102
H 0.210 -1.636 4.640 0.096
H 1.823 -2.320 4.486 0.117
H 1.739 -2.713 -1.806 0.116
C -3.877 -1.526 2.682 -0.086
N -3.523 -1.867 1.218 -0.056
C -4.463 -1.056 0.309 -0.098
N -4.366 0.332 0.592 -0.136
C -4.690 0.594 1.998 -0.120
N -3.792 -0.130 2.896 -0.132
C -2.427 0.390 2.867 -0.244
P -1.688 0.230 1.175 1.055
C -2.083 -1.566 0.918 -0.213
C -3.089 0.925 0.191 -0.260
H -3.181 -2.079 3.313 0.150
H -4.893 -1.889 2.836 0.155
H -3.696 -2.862 1.063 0.189
H -5.469 -1.423 0.510 0.154
H -4.183 -1.282 -0.719 0.146
H -5.716 0.275 2.187 0.149
H -4.615 1.661 2.194 0.150
H -1.801 -0.147 3.581 0.100
H -2.432 1.441 3.150 0.097
H -1.465 -2.183 1.570 0.102
H -1.872 -1.854 -0.111 0.110
H -2.922 0.756 -0.875 0.096
H -3.119 2.002 0.359 0.104
N -1.002 2.636 -5.682 0.063
C -1.424 1.238 -5.307 -0.090
C -0.325 0.602 -4.459 -0.189
N 0.058 1.382 -3.293 -0.053
C 0.378 2.760 -3.644 -0.190
C -0.703 3.463 -4.457 -0.087
H -1.724 3.086 -6.248 0.191
H -0.165 2.590 -6.270 0.188
H -1.612 0.685 -6.225 0.143
H -2.358 1.342 -4.755 0.136
H 0.565 0.468 -5.083 0.133
H -0.646 -0.394 -4.159 0.130
H -0.637 1.368 -2.556 0.103
H 1.311 2.762 -4.219 0.134
H 0.563 3.333 -2.736 0.127
H -0.396 4.454 -4.786 0.144
H -1.640 3.544 -3.906 0.140
```